# 1
# C39H34BN11Zr

A molecular structure, C39H34BN11Zr (the ωB97M-V functional and the def2-TZVPD basis, the OMol25 dataset).

## Properties
M   758.814 g/mol
Strongest force on any atom   0.0125 Eh/bohr
2S+1   2
Energy relative to the best compared isomer or geometry (same formula, charge and spin)   0.00 kcal/mol
Total charge   +3
HOMO (spin up / spin down)   -15.68 / -15.68 eV
Frontier orbital gap (spin up / spin down)   0.2327 / 0.1677 hartree

Element x y z (Å)
Zr: -0.294 -0.019 0.238
C: -2.102 -3.076 3.128
C: -1.890 -2.553 1.872
N: -1.104 -1.456 1.913
N: -0.812 -1.282 3.247
C: -1.398 -2.239 3.975
B: -0.076 -0.001 3.680
N: 1.333 -0.022 2.962
C: 2.501 -0.193 3.577
C: 3.497 -0.398 2.629
C: 2.833 -0.360 1.428
N: 1.508 -0.139 1.607
N: -0.953 1.173 3.151
C: -1.730 1.973 3.891
C: -2.566 2.688 3.052
C: -2.239 2.247 1.785
N: -1.265 1.319 1.833
N: 0.168 0.187 5.141
C: 0.729 1.287 5.726
C: 0.823 1.051 7.070
C: 0.270 -0.234 7.235
N: -0.111 -0.753 6.088
H: -2.681 -3.940 3.396
H: -2.277 -2.930 0.945
H: -1.259 -2.242 5.043
H: 2.561 -0.168 4.652
H: 4.545 -0.558 2.804
H: 3.234 -0.488 0.438
H: -1.639 1.982 4.964
H: -3.307 3.416 3.329
H: -2.667 2.558 0.848
H: 1.028 2.143 5.143
H: 1.220 1.706 7.824
H: 0.146 -0.800 8.144
C: 1.444 -3.000 -0.003
C: 0.094 -3.202 -0.601
C: -0.320 -4.473 -0.996
C: -1.583 -4.660 -1.511
C: -2.419 -3.556 -1.645
C: -1.956 -2.320 -1.246
N: -0.716 -2.139 -0.731
C: -2.754 -1.085 -1.429
C: -4.018 -1.060 -1.988
C: -4.578 0.164 -2.322
C: -3.831 1.318 -2.168
C: -2.573 1.233 -1.592
N: -2.089 0.058 -1.148
C: -1.675 2.396 -1.427
C: -1.941 3.604 -2.034
C: -1.109 4.686 -1.768
C: -0.086 4.518 -0.866
C: 0.143 3.270 -0.281
C: 1.215 3.177 0.761
N: -0.610 2.207 -0.611
H: 2.061 -3.887 -0.128
H: 1.359 -2.793 1.066
H: 1.954 -2.162 -0.483
H: 0.364 -5.303 -0.882
H: -1.920 -5.643 -1.811
H: -3.409 -3.673 -2.058
H: -4.561 -1.973 -2.179
H: -5.575 0.211 -2.739
H: -4.233 2.269 -2.482
H: -2.778 3.717 -2.706
H: -1.285 5.643 -2.238
H: 0.552 5.346 -0.588
H: 1.014 3.925 1.531
H: 2.196 3.410 0.345
H: 1.260 2.212 1.260
C: 1.196 -1.668 -5.601
C: 0.027 -1.591 -4.875
C: 0.011 -1.019 -3.592
C: 1.158 -0.488 -3.000
C: 1.129 0.133 -1.699
C: 2.314 0.861 -1.392
C: 3.486 0.800 -2.115
C: 3.521 0.086 -3.320
C: 2.354 -0.524 -3.788
C: 2.366 -1.136 -5.056
H: 1.211 -2.117 -6.584
H: -0.895 -1.971 -5.294
H: -0.931 -0.952 -3.077
H: 2.344 1.453 -0.486
H: 4.377 1.308 -1.772
H: 4.430 0.045 -3.907
H: 3.293 -1.183 -5.614

Atomic partial charges in e from the Mulliken method, atoms 1 to 4: -1.742 -1.711 -0.307 1.065

# 2
# C6H5As2CuF20O4Pt2

A molecular structure, C6H5As2CuF20O4Pt2 in a non-equilibrium geometry (the ωB97M-V functional and the def2-TZVPD basis, the OMol25 dataset).

## Properties
M   1124.608 g/mol
Strongest force on any atom   0.1222 Eh/bohr
2S+1   5
Energy relative to the best compared isomer or geometry (same formula, charge and spin)   31.13 kcal/mol
Total charge   +2
HOMO (spin up / spin down)   -16.60 / -16.60 eV
Frontier orbital gap (spin up / spin down)   0.2320 / 0.1030 hartree

Element x y z (Å)
Pt: -5.092 -26.067 -14.116
Pt: -6.864 -23.863 -10.711
Cu: -1.423 -25.302 -12.793
As: -2.893 -28.672 -12.442
F: -1.878 -29.044 -13.804
F: -1.865 -27.251 -12.002
F: -3.986 -28.207 -11.131
F: -3.967 -29.943 -12.941
F: -1.921 -29.688 -11.376
F: -3.908 -27.641 -13.547
As: -2.464 -24.351 -16.141
F: -3.822 -25.453 -15.552
F: -2.941 -23.265 -14.859
F: -1.245 -23.270 -16.705
F: -2.037 -25.527 -17.314
F: -3.672 -23.680 -17.188
F: -1.362 -25.139 -14.941
O: -2.464 -24.236 -11.144
C: -3.741 -24.324 -11.556
O: -4.641 -23.954 -10.788
O: -3.916 -24.910 -12.662
H: -2.670 -23.837 -10.258
C: -3.403 -22.770 -5.979
C: -2.618 -23.427 -7.088
C: -1.555 -22.465 -7.606
F: -0.472 -22.299 -6.828
F: -1.098 -22.869 -8.851
F: -2.039 -24.522 -6.532
F: -3.464 -23.855 -8.050
O: -4.201 -21.728 -6.484
C: -5.500 -21.593 -5.936
C: -6.189 -20.363 -6.539
F: -7.333 -20.106 -5.917
F: -5.351 -19.302 -6.531
F: -6.137 -22.753 -6.170
F: -5.370 -21.519 -4.599
H: -2.719 -22.452 -5.187
H: -3.946 -23.581 -5.486
H: -1.901 -21.446 -7.800
H: -6.275 -20.485 -7.630

Atomic partial charges in e from the Mulliken method, atoms 1 to 4: 1.340 0.989 1.090 2.010

# 3
# C3H20NO7

6 unconnected molecules or ions with the total composition C3H20NO7 (the ωB97M-V functional and the def2-TZVPD basis, the OMol25 dataset).

## Properties
M   182.193 g/mol
Strongest force on any atom   0.0185 Eh/bohr
2S+1   2
Total charge   +2
HOMO (spin up / spin down)   -18.57 / -18.18 eV
Frontier orbital gap (spin up / spin down)   0.4676 / 0.2078 hartree

Element x y z (Å)
C: 0.983 1.728 1.445
O: 0.513 1.974 2.744
C: -0.212 1.137 0.660
C: 0.320 0.493 -0.683
O: -0.691 -0.205 -1.279
N: -0.892 0.115 1.521
H: 1.792 1.003 1.566
H: 1.351 2.631 0.967
H: 0.297 2.903 2.899
H: -0.945 1.905 0.439
H: 0.560 1.376 -1.328
H: 1.203 -0.125 -0.526
H: -0.475 -1.219 -1.353
H: -0.771 0.443 2.490
H: -1.899 0.052 1.281
H: -0.454 -0.830 1.425
H: 0.367 4.026 -1.540
H: 1.883 3.811 -1.396
O: 1.027 3.476 -1.101
H: -0.247 -2.701 0.383
H: -0.063 -3.186 1.900
O: -0.407 -2.497 1.323
H: 0.861 -2.791 -1.780
H: -0.629 -3.290 -1.936
O: -0.069 -2.679 -1.435
H: 2.693 -2.675 -3.187
H: 2.946 -3.713 -2.080
O: 2.440 -2.917 -2.288
H: -4.037 0.233 -0.219
H: -2.532 0.252 -0.697
O: -3.139 0.486 0.026

Atomic partial charges in e from the Mulliken method, atoms 1 to 4: -0.715 -0.534 0.055 -0.629

# 4
# C22H34HgNO19S3

A molecular structure, C22H34HgNO19S3 in a non-equilibrium geometry (the ωB97M-V functional and the def2-TZVPD basis, the OMol25 dataset).

## Properties
M   913.293 g/mol
Strongest force on any atom   0.0885 Eh/bohr
2S+1   2
Total charge   +2
HOMO (spin up / spin down)   -14.29 / -14.29 eV
Frontier orbital gap (spin up / spin down)   0.1065 / 0.1461 hartree

Element x y z (Å)
Hg: -2.932 2.846 2.520
C: -0.485 -0.040 -0.361
C: -1.722 0.619 0.222
O: -1.587 1.284 1.456
H: 0.390 0.578 -0.158
H: -0.692 -0.214 -1.417
H: -0.326 -0.992 0.145
H: -2.486 -0.144 0.368
H: -2.146 1.291 -0.524
C: 1.445 4.743 2.942
C: 1.489 3.338 2.436
O: 2.594 3.238 1.547
S: 3.642 4.504 1.743
O: 4.210 4.942 0.456
O: 4.487 4.251 2.914
O: 2.427 5.541 2.237
H: 1.660 4.760 4.011
H: 0.459 5.206 2.896
H: 0.701 2.976 1.776
H: 1.577 2.500 3.127
C: 5.765 2.062 -1.650
C: 5.462 1.562 -0.300
O: 4.035 1.273 -0.336
S: 3.386 1.493 -1.836
O: 2.955 2.864 -2.039
O: 2.502 0.401 -2.212
O: 4.862 1.407 -2.473
H: 6.755 1.811 -2.029
H: 5.745 3.150 -1.593
H: 5.733 2.343 0.410
H: 5.981 0.638 -0.045
C: -3.468 1.562 -4.100
C: -3.028 0.482 -5.140
O: -1.850 1.018 -5.770
S: -1.343 2.442 -5.077
O: -1.022 3.393 -6.154
O: -0.331 2.011 -4.062
O: -2.774 2.723 -4.357
H: -3.293 1.205 -3.085
H: -4.510 1.827 -4.280
H: -3.722 0.301 -5.961
H: -2.820 -0.481 -4.674
C: 3.799 0.231 2.424
C: 4.826 -0.650 2.688
C: 4.730 -1.989 2.337
C: 3.581 -2.490 1.774
C: 2.547 -1.572 1.514
C: 2.677 -0.262 1.780
N: 3.360 -3.979 1.481
O: 4.267 -4.769 1.396
O: 2.190 -4.310 1.297
H: 3.830 1.293 2.622
H: 5.641 -0.261 3.281
H: 5.470 -2.756 2.511
H: 1.630 -1.819 1.000
H: 1.858 0.394 1.524
O: -1.786 -5.755 3.498
C: -1.789 -5.162 2.455
O: -0.714 -5.045 1.707
C: -0.863 -4.143 0.604
C: -2.207 -3.486 0.876
C: -2.952 -4.446 1.751
H: -0.835 -4.646 -0.363
H: -0.022 -3.453 0.534
H: -2.713 -3.187 -0.041
H: -2.084 -2.502 1.329
H: -3.564 -5.172 1.217
H: -3.464 -3.864 2.518
O: -5.526 -1.672 2.070
C: -5.661 -1.458 0.895
O: -5.927 -2.400 -0.005
C: -5.585 -2.034 -1.343
C: -5.008 -0.708 -1.121
C: -5.542 -0.124 0.173
H: -6.556 -1.908 -1.823
H: -4.808 -2.624 -1.827
H: -5.138 -0.032 -1.967
H: -3.921 -0.779 -1.096
H: -6.572 0.224 0.090
H: -4.894 0.599 0.668

Atomic partial charges in e from the Mulliken method, atoms 1 to 4: 0.866 0.168 0.550 -0.415